Formula: C24H23F10HfN4S4
Source: the Open Molecules 2025 dataset
Level of theory: wB97M-V/def2-TZVPD

## Properties
**Relative energy (zero: lowest compared OMol25 entry of this formula, charge and spin)**: 40.9 kJ/mol
**Total charge**: +1
**HOMO**: -11.01 eV
**LUMO energy**: -0.0964 hartree
**Electronic energy**: -3786.61705 a.u.
**Largest force on an atom**: 0.028 hartree/bohr
**HOMO-LUMO gap**: 8.3856 eV
**Spin multiplicity**: 1

```
66
Properties=species:S:1:pos:R:3:mulliken_charge:R:1
Hf 0.10919 0.22829 0.04234 -1.1090
C 0.50249 -3.29234 -1.46044 -0.9529
C -0.23953 -2.71088 -2.65740 -1.1161
S -0.57813 -0.93494 -2.58409 0.2592
C -2.33925 -0.86267 -2.91759 -0.8481
C -3.30582 -1.30908 -1.82487 -1.0398
S -2.85877 -0.93545 -0.10151 0.1975
C -2.92255 -2.62034 0.53213 -1.0103
C -1.81024 -3.54768 0.05163 -1.0853
S -0.15292 -2.82850 0.14336 0.3797
H 1.53635 -2.95979 -1.44712 0.2152
H 0.52130 -4.38039 -1.53701 0.6126
H -1.19881 -3.20728 -2.80375 0.5804
H 0.34778 -2.89904 -3.55639 0.6458
H -2.51284 -1.45704 -3.81679 0.7270
H -2.52500 0.16688 -3.20407 0.2849
H -3.45727 -2.38676 -1.87538 0.4983
H -4.27691 -0.85573 -2.02269 0.6006
H -3.88930 -3.04226 0.25307 0.6539
H -2.93853 -2.55648 1.61432 0.4904
H -1.99739 -3.84838 -0.97852 0.4301
H -1.82491 -4.46225 0.64519 0.5910
C -0.85129 -1.48001 2.98630 -1.4602
N -0.26489 -0.23453 2.43623 0.8107
C -1.09898 0.85996 3.01002 -1.5602
C -0.87520 2.15490 2.29385 -0.7534
N -0.97932 1.86046 0.85960 0.6723
C -1.37747 2.95466 0.06561 0.0078
C -1.37690 4.31165 0.38319 0.5736
F -0.94309 4.76385 1.56298 -0.3279
C -1.80292 5.27089 -0.53123 -0.0087
F -1.79741 6.54644 -0.17213 -0.2793
C -2.21946 4.91957 -1.80098 0.6075
F -2.61912 5.84397 -2.66392 -0.2955
C -2.19552 3.58155 -2.16156 -0.5115
F -2.54770 3.18916 -3.38427 -0.2870
C -1.78336 2.66944 -1.22540 -0.1810
F -1.67180 1.35643 -1.59087 0.3733
C 1.13692 -0.16409 2.94943 -0.8207
C 1.99272 -1.08867 2.11386 -1.0715
N 1.90706 -0.65503 0.70491 1.6790
C 3.15100 -0.44078 0.05147 -0.1053
C 4.34502 -0.02182 0.63765 0.2086
F 4.42597 0.27259 1.94017 -0.3593
C 5.50656 0.15579 -0.10235 0.1055
F 6.61645 0.54310 0.51049 -0.2828
C 5.51383 -0.04689 -1.46902 0.7633
F 6.62410 0.12663 -2.17246 -0.2875
C 4.33410 -0.41254 -2.09507 0.0041
F 4.28875 -0.57398 -3.41366 -0.2867
C 3.20511 -0.59463 -1.33107 -0.6598
F 2.04921 -0.88828 -1.98163 -0.1086
H -0.75157 -1.45856 4.07521 0.4056
H -1.90780 -1.50900 2.75234 0.2530
H -0.35363 -2.36986 2.61816 0.4552
H -2.13843 0.55765 2.87791 0.4897
H -0.89884 0.93637 4.08345 0.3802
H -1.64037 2.85901 2.61732 0.7737
H 0.09178 2.59973 2.54358 0.4494
H 1.49490 0.86028 2.84077 0.3701
H 1.14129 -0.42600 4.01186 0.5213
H 3.00441 -1.07020 2.49827 0.8099
H 1.64627 -2.12233 2.19832 0.2011
S 1.35404 2.02489 -1.41132 -0.3571
C 1.88487 2.43718 0.14266 0.5746
N 2.19176 2.60314 1.24690 -0.4903
```



Formula: C30H38N6O3
Source: the Open Molecules 2025 dataset
Level of theory: wB97M-V/def2-TZVPD

## Properties
**Relative energy (zero: lowest compared OMol25 entry of this formula, charge and spin)**: 464.3 kJ/mol
**SMILES**: CCOC(=O)OC.c1cc[nH]c1.c1cc[nH]c1.c1cc[nH]c1.c1cc[nH]c1.c1ccncc1.c1ccncc1
**HOMO**: -7.94 eV
**LUMO energy**: 0.0175 hartree
**Electronic energy**: -1720.12863 a.u.
**Largest force on an atom**: 0.060 hartree/bohr
**HOMO-LUMO gap**: 8.4163 eV
**Spin multiplicity**: 1

```
77
Properties=species:S:1:pos:R:3:mulliken_charge:R:1
N -1.13178 -4.79350 1.78856 -0.0092
C -2.27114 -4.65063 2.50846 -0.2667
C -3.31880 -5.11099 1.73372 -0.5255
C -2.78830 -5.54670 0.47025 -0.6719
C -1.44039 -5.30635 0.51548 -0.3710
H -0.16804 -4.44389 2.00640 0.3710
H -2.34509 -4.13898 3.48711 0.3330
H -4.26657 -5.17575 2.21176 0.4155
H -3.32828 -5.95060 -0.34085 0.4382
H -0.63852 -5.58845 -0.20960 0.3338
N 1.32957 -1.96827 1.62587 0.8108
C 2.11113 -3.05899 1.49525 -1.1013
C 2.13302 -3.69048 2.71199 -0.6212
C 1.29897 -2.98943 3.59198 -0.5035
C 0.85692 -1.89728 2.91719 -0.4394
H 1.15327 -1.31411 0.88728 0.2013
H 2.54594 -3.30395 0.58365 0.4249
H 2.45678 -4.66741 3.03282 0.3988
H 1.20060 -3.13164 4.65581 0.4508
H 0.28597 -1.01491 3.24684 0.4114
N 1.32068 0.51586 -0.61949 0.5491
C 0.56384 -0.43323 -1.23752 -0.6711
C 1.46549 -1.51808 -1.49159 -0.9370
C 2.73494 -1.01714 -1.23891 -0.6210
C 2.63204 0.19924 -0.65452 -0.3585
H 1.01739 1.30544 -0.02637 0.2229
H -0.52603 -0.47477 -1.25885 0.4999
H 1.20295 -2.45478 -1.92585 0.4954
H 3.63562 -1.54598 -1.34203 0.5396
H 3.30296 0.91879 -0.24199 0.2687
N 4.67522 -1.34110 2.12684 0.2351
C 5.99171 -1.48479 1.91901 -0.3958
C 6.51185 -0.22780 2.02238 -0.6188
C 5.50132 0.66734 2.41715 -0.8042
C 4.33137 -0.07223 2.48310 -0.4461
H 4.12667 -2.12808 2.32759 0.1957
H 6.43828 -2.48091 1.70579 0.3589
H 7.57719 -0.10925 1.88302 0.3899
H 5.72631 1.68614 2.52049 0.5221
H 3.35517 0.20930 2.71208 0.6221
C -2.64322 -0.84127 -3.07188 -1.0400
C -3.74818 -1.06742 -4.10064 -0.3802
O -3.81146 0.04924 -5.08807 -0.3106
C -5.03001 0.30344 -5.57517 0.8130
O -6.02170 -0.10505 -5.04934 -0.5745
O -4.99394 1.20770 -6.52346 -0.3445
C -6.12529 1.93188 -6.95029 -0.6338
H -2.60198 -1.69149 -2.35166 0.4328
H -2.85957 0.08724 -2.55208 0.2615
H -1.67448 -0.73143 -3.50706 0.3493
H -4.74819 -1.07472 -3.65215 0.3633
H -3.54870 -2.04045 -4.60716 0.2625
H -5.87732 2.37884 -7.91015 0.2455
H -6.46746 2.75121 -6.31930 0.2883
H -7.02657 1.27488 -7.08822 0.2850
N -1.42855 2.26245 -0.26878 -0.1121
C -2.53615 2.65337 0.40985 -0.4221
C -3.04255 3.94395 0.53769 -0.4213
C -2.37038 4.94464 -0.17141 -0.2477
C -1.28265 4.52441 -0.94098 -0.7904
C -0.83074 3.19998 -0.94616 -0.0538
H -3.14187 1.85912 0.80459 0.4101
H -3.89430 4.14082 1.22957 0.3628
H -2.68688 5.99944 -0.14057 0.3615
H -0.76355 5.27592 -1.44064 0.4700
H 0.04767 2.91101 -1.50521 0.4548
N 1.86492 2.75145 1.27616 0.0940
C 2.98766 3.45172 1.25575 -0.2607
C 3.28006 4.53021 2.11963 -0.7256
C 2.41828 4.79700 3.17436 -0.2607
C 1.23623 4.06224 3.23407 -0.8038
C 0.94551 3.13921 2.20556 -0.2255
H 3.74740 3.15398 0.52825 0.3930
H 4.17230 5.08665 1.94361 0.4410
H 2.68100 5.61470 3.80612 0.4201
H 0.50910 4.23385 4.02421 0.3823
H 0.00529 2.55963 2.21063 0.3898
```



Formula: C2H4IrLiO2
Source: the Open Molecules 2025 dataset
Level of theory: wB97M-V/def2-TZVPD

## Properties
**HOMO (alpha / beta)**: -7.99 / -7.96 eV
**LUMO energy (alpha / beta)**: -0.0132 / -0.1159 hartree
**⟨S²⟩**: 6.01
**Electronic energy**: -340.73028 a.u.
**Largest force on an atom**: 0.061 hartree/bohr
**HOMO-LUMO gap (alpha / beta)**: 7.6269 / 4.8069 eV
**Spin multiplicity**: 5

```
10
Properties=species:S:1:pos:R:3:mulliken_charge:R:1
O -0.35074 -2.51551 -0.51350 -1.0058
H -0.92779 -3.23231 -0.77079 0.1627
C -0.43289 0.97326 -0.94630 -0.6844
C 0.45723 1.14573 0.06155 0.3183
O 0.54119 0.37137 1.14272 -0.6554
H -1.28044 0.28870 -0.82974 0.1421
H -0.39695 1.63441 -1.81302 0.2488
H 0.93430 2.13490 0.16047 0.2378
Ir 1.57539 0.57607 2.69691 0.4262
Li -0.11929 -1.37663 0.81170 0.8097
```



Formula: C24H18AlFN2O2SSe2
Source: the Open Molecules 2025 dataset
Level of theory: wB97M-V/def2-TZVPD

## Properties
**Relative energy (zero: lowest compared OMol25 entry of this formula, charge and spin)**: 0.0 kJ/mol
**HOMO**: -7.62 eV
**LUMO energy**: -0.0139 hartree
**Electronic energy**: -6728.89454 a.u.
**Largest force on an atom**: 0.007 hartree/bohr
**HOMO-LUMO gap**: 7.2374 eV
**Spin multiplicity**: 1

```
51
Properties=species:S:1:pos:R:3:mulliken_charge:R:1
Al 0.21278 0.74476 -0.08598 -0.2233
Se -1.52320 4.03225 -0.55892 0.1296
Se 0.76302 1.79372 -2.37881 -0.1590
C 2.38807 1.52568 -1.46367 0.3126
C 3.68227 1.73579 -1.93500 -0.8796
C 4.74045 1.44575 -1.09895 -0.1556
C 4.50949 0.95490 0.18714 -1.0989
C 3.20568 0.77735 0.59090 -0.1530
N 2.18274 1.06762 -0.21918 0.6532
C -2.48915 2.38697 -0.39373 0.7246
C -3.87142 2.50952 -0.52555 -0.8199
C -4.66102 1.38304 -0.42013 -0.2843
C -4.04626 0.16774 -0.15235 -1.0714
C -2.67445 0.13567 -0.03509 -0.0354
N -1.88995 1.21395 -0.17526 0.3059
H 3.83577 2.10474 -2.93846 0.4856
H 5.75521 1.59558 -1.44544 0.3971
H 5.32484 0.71058 0.85145 0.4701
H 2.93884 0.39300 1.56836 0.5481
H -4.30909 3.48486 -0.68860 0.3884
H -5.73529 1.45561 -0.52291 0.3992
H -4.61254 -0.74415 -0.03360 0.4572
H -2.15980 -0.78922 0.17307 0.3399
O 0.90330 0.65428 3.79231 -0.6761
C 0.39476 1.27772 2.88434 0.3873
O 0.18286 0.78527 1.70576 -0.1365
C -0.06130 2.70331 3.14766 0.0336
C -0.36767 2.99604 4.47774 -0.7579
C -0.80560 4.24848 4.86034 -0.5396
C -0.91817 5.25791 3.91258 -0.5455
C -0.58858 4.99632 2.59732 -0.8213
C -0.17963 3.72444 2.20560 1.3542
S 0.29858 3.50820 0.49574 -0.1963
H -0.24672 2.20061 5.19949 0.4871
H -1.04754 4.44293 5.89678 0.3926
H -1.24473 6.24868 4.19946 0.3910
H -0.64804 5.78204 1.85510 0.3918
F 5.32395 -3.24704 -0.88870 -0.3697
C 4.05538 -2.77664 -0.81775 0.4366
C 3.37685 -2.86000 0.38049 -0.6679
C 2.08119 -2.37045 0.44332 -0.3020
C 1.45757 -1.80541 -0.67061 -0.4669
C 0.09926 -1.19908 -0.54988 -1.1688
C 2.17855 -1.75547 -1.86524 -0.0059
C 3.47718 -2.23455 -1.94686 -0.7143
H 3.86070 -3.29778 1.24337 0.4456
H 1.54590 -2.41156 1.38504 0.3383
H -0.44676 -1.73586 0.23090 0.5998
H -0.45079 -1.31341 -1.49002 0.5335
H 1.71702 -1.31781 -2.74222 0.3976
H 4.03857 -2.19465 -2.87101 0.4487
```



Formula: CH4BNO2S2
Source: the Open Molecules 2025 dataset
Level of theory: wB97M-V/def2-TZVPD

## Properties
**Relative energy (zero: lowest compared OMol25 entry of this formula, charge and spin)**: 85.4 kJ/mol
**SMILES**: NC(=S)SB(O)O
**HOMO**: -8.56 eV
**LUMO energy**: 0.0137 hartree
**Electronic energy**: -1067.07479 a.u.
**Largest force on an atom**: 0.098 hartree/bohr
**HOMO-LUMO gap**: 8.9380 eV
**Spin multiplicity**: 1

```
11
Properties=species:S:1:pos:R:3:mulliken_charge:R:1
B 1.46916 -0.08934 -0.01580 0.4933
C -1.13103 -0.00700 -0.09172 0.5767
N -2.47523 -0.19229 0.11310 -0.4251
O 2.08167 0.17302 -1.19645 -0.4414
O 1.87846 0.20450 1.23010 -0.4539
S 0.01941 -1.34699 -0.19194 -0.2947
S -0.53183 1.55818 0.05334 -0.4284
H -2.86284 -1.04133 0.20971 0.1905
H -3.06792 0.67575 0.31997 0.2136
H 1.94346 -0.58285 -1.74425 0.2731
H 2.67669 0.64835 1.31395 0.2963
```



Formula: C16H44O6
Source: the Open Molecules 2025 dataset
Level of theory: wB97M-V/def2-TZVPD

## Properties
**Relative energy (zero: lowest compared OMol25 entry of this formula, charge and spin)**: 510.6 kJ/mol
**SMILES**: CC(C)O.CC(C)O.CC(C)O.CC(C)O.CC(C)O.CO
**HOMO**: -9.07 eV
**LUMO energy**: 0.0143 hartree
**Electronic energy**: -1087.22795 a.u.
**Largest force on an atom**: 0.230 hartree/bohr
**HOMO-LUMO gap**: 9.4611 eV
**Spin multiplicity**: 1

```
66
Properties=species:S:1:pos:R:3:mulliken_charge:R:1
C 1.39209 1.99904 -0.75869 -1.0697
O 0.61432 0.95347 -1.18522 0.0580
H 2.39422 1.84904 -1.11481 0.3372
H 1.35658 2.09097 0.36760 0.1152
H 1.11288 2.92763 -1.20262 0.5057
H -0.20260 1.35869 -1.40685 0.2380
C -0.30678 1.65973 2.64566 -0.7012
C -1.51295 1.48002 3.56045 0.3591
C -1.73770 2.81470 4.28356 -1.6453
O -2.65878 1.07174 3.14330 -0.5160
H -0.44175 2.54598 2.01930 0.2981
H -0.22946 0.76821 2.00805 -0.2785
H 0.60077 1.71196 3.22940 0.6377
H -1.18565 0.81383 4.34836 0.2471
H -0.87383 3.24674 4.71324 0.3886
H -2.60190 2.69810 4.97285 0.3868
H -2.14182 3.55836 3.61542 0.3354
H -2.50502 0.19766 2.70941 0.4037
C -1.57381 -1.38110 -2.48185 -1.0006
C -1.13854 -2.05539 -1.21435 0.7354
C -1.52171 -3.57076 -1.18550 -1.4706
O 0.06796 -1.89988 -0.93006 -0.4196
H -2.66058 -1.14007 -2.48509 0.3610
H -1.37193 -2.02268 -3.28705 0.4643
H -1.00506 -0.45317 -2.71427 0.0215
H -1.73628 -1.59110 -0.41946 0.0911
H -2.59789 -3.67564 -1.22896 0.3854
H -1.08803 -4.04190 -0.30722 0.3566
H -1.04227 -4.06719 -2.06567 0.2926
H 0.24593 -0.98196 -0.81613 0.0693
C -2.78055 1.25494 0.09267 -0.6578
C -2.51812 2.32249 -0.92542 0.3871
C -1.85281 3.49920 -0.23213 -0.9932
O -1.74549 1.93548 -1.82344 -0.5832
H -1.90056 0.91582 0.51802 -0.6980
H -3.40505 0.43369 -0.19570 0.4484
H -3.40463 1.64842 0.88112 0.6727
H -3.55554 2.54869 -1.26209 0.3878
H -0.77933 3.30093 -0.19458 0.1084
H -2.17345 3.72377 0.82465 0.2361
H -2.04072 4.41580 -0.82870 0.3223
H -2.29137 1.77051 -2.64561 0.4007
C 3.19820 -1.20313 -2.84017 -1.2019
C 2.24996 -1.29733 -3.98607 0.6841
C 1.45069 -2.60038 -4.01846 -1.1680
O 1.39836 -0.41163 -4.06591 -0.5219
H 4.02406 -1.90699 -2.89481 0.4848
H 2.74098 -1.27920 -1.86133 0.0958
H 3.68022 -0.22044 -2.92184 0.3402
H 2.76099 -1.21113 -4.94786 0.2782
H 0.74490 -2.80098 -3.18357 0.0554
H 2.21661 -3.38498 -4.03479 0.4633
H 0.88314 -2.73285 -4.96472 0.3109
H 1.16419 -0.13107 -3.16953 0.2108
C 2.51172 -0.65880 1.58003 -0.7106
C 2.28023 -1.74080 2.62810 0.4878
C 1.92430 -1.06367 3.96863 -1.3769
O 1.43089 -2.57724 2.29450 -0.5388
H 3.05752 -1.07545 0.73266 0.3534
H 3.11078 0.12535 2.07580 0.4487
H 1.56689 -0.26692 1.19121 -0.3165
H 3.13578 -2.38938 2.77536 0.3244
H 0.95245 -0.60180 4.07271 0.1551
H 2.56275 -0.25187 4.27940 0.3995
H 2.05609 -1.85832 4.74051 0.3718
H 1.69551 -3.09573 1.52854 0.3529
```